Entry 1:
Density functional theory data (wB97M-V/def2-TZVPD) for a molecular structure, C25H34CaF6NO22S2 in a non-equilibrium geometry.

XYZ file:
```
91
Properties=species:S:1:pos:R:3:forces:R:3:mulliken_charge:R:1
H 5.196 -4.705 -4.218 -1.0428 -0.7932 -1.0914 0.34
F -2.165 -2.745 2.434 -0.0209 0.9471 -1.6781 -0.19
H -2.854 0.473 4.578 0.1252 -0.7601 -0.7803 0.22
S -1.094 -3.985 -1.973 -2.4193 -2.1216 -2.9713 0.56
C 1.253 0.767 -3.687 0.0842 -0.5496 2.6880 0.13
H -5.522 0.871 1.583 0.0216 -0.2519 -0.2082 0.36
S -0.485 -3.853 0.523 2.2443 -0.5001 0.0098 0.66
H 2.754 -5.767 -3.321 -0.1957 0.4469 -0.0585 0.29
H -2.542 4.876 -0.940 -0.1120 -0.6347 0.0534 0.31
O -2.134 -0.011 -0.797 -4.1296 1.0375 0.0286 -0.51
H 2.446 4.164 -3.337 0.4277 -0.6845 -0.2579 0.34
O -0.029 3.563 0.608 1.3555 -2.1123 -0.9697 -0.29
O 2.162 0.610 -4.656 -0.9111 -2.3529 0.4129 -0.32
H 5.284 0.579 3.023 -0.0098 -0.3211 -0.3864 0.30
H 4.419 -0.431 4.205 0.1488 -0.4230 -0.2808 0.39
H 3.219 1.757 5.638 -0.1094 0.3999 -0.1313 0.47
C -0.948 4.598 0.591 -0.8929 1.3299 0.7994 -0.14
O 3.072 -4.182 -0.721 -0.2023 0.2000 1.8417 -0.33
C -4.578 1.299 1.248 -0.3893 -0.5297 -0.2179 0.09
H -6.251 2.996 -1.423 0.6472 0.7765 0.3342 0.38
H 2.599 4.462 -5.123 0.4087 0.0422 0.2158 0.44
O 0.026 -4.733 -2.487 0.4462 1.1205 -0.1366 -0.58
H 5.697 -4.817 -2.783 -0.4505 0.0451 1.4233 0.42
C 4.328 0.115 3.266 -0.4483 2.9392 2.9226 -0.49
F -3.270 -3.912 0.849 2.2713 0.1430 1.7670 -0.20
H -6.565 3.055 0.398 -0.0057 0.2957 -0.3112 0.37
H 2.912 -6.200 -0.853 -0.6013 0.1461 -0.4744 0.30
H -4.148 3.045 0.249 0.5381 0.2660 -0.7703 0.00
O 0.768 -0.068 -2.931 1.1361 0.9340 -1.9092 -0.36
H -2.974 2.553 3.635 0.2207 0.4745 0.5403 0.41
H -4.152 1.856 2.083 0.0726 -0.0921 -0.1714 -0.31
C 3.517 -5.392 -1.265 -0.0342 -1.5431 -0.4931 -0.58
O -2.207 -4.884 -1.600 1.1563 2.4136 -0.2084 -0.58
O 0.138 1.567 -0.545 -1.1500 3.9792 0.4859 -0.33
C 1.960 4.115 -4.311 -0.3326 0.3990 -0.9004 -1.49
C -4.667 2.128 -0.030 -2.1995 2.1761 1.7158 0.74
H 3.500 2.281 3.334 0.6043 -0.1853 -0.6889 0.25
C -1.945 2.198 3.693 -0.7786 -0.7425 2.5612 -0.89
O 3.160 -3.765 -2.836 -1.3900 1.4926 -0.6700 -0.29
H -0.481 5.500 0.986 0.2241 0.2008 -0.7825 0.38
C -3.227 0.457 -0.417 3.4268 -0.2292 1.6506 0.27
H -0.533 0.928 6.399 0.3536 0.1419 -0.6781 0.28
O 2.121 -2.291 -1.430 0.4881 -0.5195 -0.4852 0.01
C 2.288 1.789 -5.372 1.7250 0.9474 -1.4970 -0.59
C 2.706 -0.017 1.768 -3.8018 -2.2356 -2.3904 0.01
O -1.211 3.289 -1.230 0.0846 -3.1188 -0.6456 -0.25
H 5.255 -6.342 -3.359 -0.3803 -0.0614 -0.6033 0.40
F -2.368 -3.729 -4.401 1.0019 -0.0830 -0.0521 -0.23
O -0.599 -0.219 1.588 -1.6550 3.3386 4.0832 0.63
O 3.754 -0.616 2.279 0.6870 -1.3614 -2.0852 -0.33
H 0.506 2.889 -5.352 -0.4373 -0.0769 0.4807 0.25
O -0.129 -5.275 0.280 -1.3268 3.5172 0.7792 -0.50
F -2.723 -2.108 -3.165 -1.3286 2.4308 1.0558 -0.22
C -6.105 2.538 -0.444 0.3300 -1.7093 -0.1408 -1.53
F -2.112 -4.763 2.605 0.1187 -1.2116 -1.6591 -0.20
N -0.703 -2.838 -0.896 -1.5195 -4.0113 1.5451 -0.33
O 2.198 0.877 2.636 0.0397 -0.1465 -2.2352 -0.19
C -1.790 -2.888 -3.532 2.0037 -3.0516 0.6599 0.62
C -0.998 0.494 2.548 0.7330 -1.7962 -3.5035 -0.53
C 2.707 -3.327 -1.643 0.0102 0.4112 -0.5931 0.37
H 3.294 2.202 -5.299 0.3554 -0.5791 -0.0909 0.36
O -0.900 0.176 3.827 0.2505 -1.0602 -0.2813 -0.13
H 1.595 1.855 4.823 0.3445 0.6610 -0.1828 0.19
C -1.498 4.570 -0.862 0.4458 2.5734 1.3340 -0.45
H 2.223 0.394 5.323 0.3482 -0.5536 -0.3706 0.39
C 1.387 2.744 -4.726 -0.8231 2.4204 2.0794 0.47
C -1.563 1.044 6.062 0.7554 0.0531 -0.0560 -1.50
H 1.219 4.911 -4.230 -0.5093 -0.3124 -0.1767 0.34
F -0.742 -2.246 -4.093 -0.9438 -0.2018 0.1697 -0.19
H 2.026 1.653 -6.421 0.1719 -0.2754 0.0539 0.31
C -2.128 -3.836 1.643 -1.1430 0.3205 0.3078 0.55
H -1.236 2.902 4.130 0.1124 0.5135 -0.6789 0.35
C 4.910 -5.308 -3.356 0.5512 0.6967 0.2501 -1.57
C 3.468 -5.129 -2.800 2.5688 -1.0742 0.7420 0.54
C -1.854 0.907 4.565 -1.0608 1.3694 1.1008 0.53
H -1.633 4.353 1.403 -0.9126 -0.0512 -0.4233 -0.02
O 1.089 2.075 -3.470 -1.3894 0.0506 -0.8873 -0.12
O 0.478 -3.016 1.226 -1.1280 -0.5954 0.1892 -0.47
Ca 0.190 -0.775 -0.651 1.0142 0.4160 0.2516 2.98
O 2.119 -0.437 0.747 2.1000 1.8303 2.8741 -0.43
O -3.982 1.393 -0.955 1.0763 -0.3927 -3.3597 -0.37
H -0.949 5.217 -1.547 0.1573 0.3567 0.2283 0.30
H -1.844 2.050 6.373 -0.3739 -0.1459 0.2352 0.42
C -0.326 2.706 -0.401 0.9997 -2.1054 -0.0718 0.20
O -3.666 0.284 0.842 0.5413 -1.2493 0.7069 -0.22
H 4.516 -5.699 -0.957 0.2600 0.8357 0.1676 0.32
O -1.670 1.715 2.439 1.8419 -1.7331 -2.2268 0.23
C 2.552 1.336 4.886 0.1528 -0.9014 0.6838 -1.46
H -2.059 0.263 6.638 -0.4396 0.3100 -0.1203 0.40
C 3.224 1.242 3.514 -0.0736 0.3743 2.1653 0.41
H -6.675 1.626 -0.617 -0.1111 -0.3328 0.4489 0.40
```
Positions in Å, forces in eV/Å.

## Properties
E_HOMO = -11.300 eV
net charge = +1
E_tot = -129420.8538 eV
lowest unoccupied orbital energy = -2.1 eV
strongest force on any atom = 0.1075 Eh/bohr
ΔE to the lowest compared entry with this formula, charge and spin = 4.0111 eV

=====

Entry 2:
Density functional theory data (wB97M-V/def2-TZVPD) for a single C5H9IN2 molecule in a non-equilibrium geometry.

XYZ file:
```
17
Properties=species:S:1:pos:R:3:forces:R:3:mulliken_charge:R:1
H 1.098 0.894 2.602 0.4458 -0.3616 -0.0016 0.30
H 1.655 -1.864 -1.687 -0.6383 0.9181 0.5305 0.38
H -1.315 0.064 0.834 -1.8344 -0.1082 1.3380 0.55
C 0.863 -0.055 2.103 -0.1541 0.0794 -0.0893 -0.74
H -0.816 -0.529 -2.135 -1.1291 1.1694 -2.1856 0.52
H -0.182 -0.255 2.427 0.7951 -0.4454 0.1096 0.27
I -1.676 -2.696 -0.796 0.3514 0.0090 -0.3901 0.01
H -0.121 1.659 -1.606 1.2299 -0.4813 -1.6168 0.40
H 1.575 -0.884 2.376 -0.8177 0.9578 -0.4400 0.29
C -0.588 0.393 0.183 2.2279 -1.0824 -6.5859 -0.35
H -1.866 1.652 -1.200 0.3531 -0.1765 -0.0086 0.33
C -0.450 -1.016 -1.321 0.3975 0.5017 4.9794 -0.80
C -0.828 1.619 -0.850 -1.2362 -2.2125 3.2373 -1.40
H -0.626 2.454 -0.262 0.0042 1.9901 0.9635 0.44
N 1.520 -0.483 -0.185 3.2755 -1.1793 0.7462 -0.80
C 1.006 -1.137 -1.131 -0.7691 -1.1013 -1.3198 0.06
N 0.751 0.184 0.648 -2.5015 1.5229 0.7331 0.55
```
Positions in Å, forces in eV/Å.

## Properties
E_HOMO = -8.044 eV
net charge = 0
E_tot = -16408.0257 eV
lowest unoccupied orbital energy = 0.5 eV
strongest force on any atom = 0.1368 Eh/bohr
ΔE to the lowest compared entry with this formula, charge and spin = 1.7852 eV

=====

Entry 3:
Density functional theory data (wB97M-V/def2-TZVPD) for a molecular structure, C52H35IO35 in a non-equilibrium geometry.

XYZ file:
```
123
Properties=species:S:1:pos:R:3:forces:R:3:mulliken_charge:R:1
C -1.209 7.810 3.194 -0.2258 -0.4996 0.3132 1.09
C -5.605 2.345 6.976 0.0327 -0.1002 0.2549 -0.80
O 1.737 -2.344 -1.460 -0.1508 -0.0716 -0.1748 -0.80
C -5.102 3.084 5.981 -0.6697 -0.2703 -0.2108 0.22
O -3.713 4.616 2.467 -0.3635 0.2406 -0.0113 -0.37
H 1.075 -6.025 3.184 0.0589 -0.0421 -0.0416 0.39
C 0.753 0.240 0.757 0.4358 -0.2630 0.5089 0.31
H 0.358 1.511 2.049 0.0295 0.0257 0.0627 0.30
C 2.797 -5.647 4.465 -0.5353 -0.1533 -0.3176 0.85
C -0.459 0.450 -1.459 -0.0549 0.2238 0.2458 -1.01
C -2.164 10.063 3.562 -0.2034 0.0159 0.1725 -1.01
O 2.435 -6.336 5.399 0.2933 0.1103 0.1874 -0.62
O -1.225 -5.084 0.475 0.2789 -0.5390 -0.0866 -0.65
C 3.234 -2.044 -6.606 0.2532 -0.5002 0.8635 -0.15
C 2.379 -7.910 -6.828 -0.0633 0.6128 0.1568 1.22
C -5.559 5.230 1.161 -0.5415 0.4698 0.0010 0.38
C -4.340 4.408 1.442 0.3945 -0.4671 -0.2861 0.98
C -3.009 8.023 4.807 -0.0078 -0.6170 0.1649 0.23
C -3.785 3.779 6.110 0.5430 0.1709 0.4032 0.79
C -0.707 -1.484 -6.162 -1.4115 0.1208 -0.3990 0.53
C -3.959 3.389 0.474 0.0949 0.0705 0.2845 -1.06
C 2.281 4.532 -0.664 -0.0052 -0.3084 0.0011 -1.00
O -5.893 6.142 2.085 0.4622 -0.4289 -0.0084 -0.63
O -5.278 1.529 9.159 0.2924 0.1016 0.1935 -0.62
O 0.210 -1.078 -5.231 0.0852 0.1383 -3.3642 0.06
C 0.554 -7.782 -1.380 -0.0444 0.1485 0.2504 -1.06
C 4.482 3.372 -0.181 0.6885 -0.1482 0.1510 0.30
C -5.880 4.054 -0.939 -0.3886 0.4220 0.1351 0.91
H 4.233 -5.638 6.268 0.0534 -0.0035 0.0512 0.35
H 5.488 -3.613 3.625 -0.0024 -0.0176 0.0144 0.43
O 1.271 -8.227 -6.431 0.0405 -0.2972 -0.0856 -0.69
O -0.396 7.141 2.583 0.1355 0.3110 -0.1542 -0.62
H -2.054 6.179 4.368 -0.0818 0.0045 -0.0114 0.50
H -7.156 5.648 -0.172 0.0166 0.0070 0.0114 0.45
H 5.123 -9.401 -8.346 -0.0236 -0.0052 0.0019 0.43
C 3.018 3.289 -0.479 -0.5719 0.3937 -0.1084 0.87
C 1.176 -1.355 -1.018 0.3248 0.0296 0.6245 1.71
H -1.827 -4.681 -2.048 0.0123 0.0053 0.0170 0.49
C -0.703 -6.319 -2.934 -0.3277 0.5414 0.3814 1.11
H -3.499 2.207 10.081 0.0491 -0.0025 0.0524 0.35
C 2.019 -5.500 3.240 0.0095 -0.0485 0.2594 -0.61
C 4.552 -4.150 3.564 -0.0438 0.0885 -0.2569 -1.05
H 1.220 4.458 -0.860 0.0045 0.0186 0.0183 0.55
H 4.447 1.517 -0.099 0.0701 -0.0698 0.0232 0.33
O 4.163 -3.358 1.383 -0.3187 -0.0273 -0.1552 -0.63
O 4.915 6.886 -0.275 -0.3249 0.1549 -0.0577 -0.62
I -0.297 -4.155 -6.151 -0.1251 0.0737 -0.2346 0.47
O -2.930 2.785 9.538 -0.5384 -0.2339 -0.2122 -0.58
C 5.115 4.548 -0.108 -0.0260 0.2729 -0.0256 -0.89
H 1.883 -10.149 -7.084 -0.0086 -0.1017 -0.0200 0.35
O 4.772 -5.044 5.713 -0.5378 -0.2405 -0.1947 -0.57
C 2.913 5.709 -0.587 -0.6927 0.1079 -0.1158 0.37
C 3.785 -4.023 2.329 0.5091 0.1282 0.3266 0.92
H 1.756 0.251 -4.982 -0.5621 -0.2940 -0.2799 0.20
H 2.239 -5.813 -6.278 0.0842 0.0623 -0.0449 0.26
O 0.950 0.738 1.982 -0.3946 0.1858 -0.4887 -0.64
C -2.125 7.242 4.177 0.2223 -0.1003 -0.1579 -0.74
C -3.565 2.919 8.368 0.6128 0.2867 0.1898 0.34
O 2.269 6.869 -0.749 0.5972 -0.1307 0.1116 -0.58
C -1.277 9.283 2.935 0.0801 0.6695 -0.2214 0.28
O -0.371 -2.393 -7.148 0.9218 0.0490 1.3597 -0.58
O -5.744 3.241 4.818 0.5412 0.2447 0.1863 -0.60
C 2.888 -6.548 -6.735 -0.1711 -0.2085 0.0905 -0.56
C -3.096 9.491 4.529 0.1857 0.4800 -0.2759 0.90
C 4.095 -4.907 4.568 0.6241 0.2905 0.1814 0.31
C 3.261 -8.955 -7.434 0.2603 -0.6191 -0.2568 0.41
H 0.980 0.393 -6.578 -0.1016 -0.5131 0.2062 0.37
H -2.118 4.176 7.458 -0.0054 -0.0132 0.0200 0.46
C -0.241 0.951 -0.108 -0.2130 0.0923 -0.6637 0.87
H 0.195 -7.827 -4.470 0.1840 -0.1786 -0.1728 0.31
C 1.286 -0.329 -5.802 1.9326 -0.8687 -0.0308 -0.27
O -6.488 3.871 -1.976 0.2123 -0.2467 -0.0655 -0.62
H 1.194 -8.622 -1.149 -0.0001 0.0055 -0.0310 0.47
H -0.817 -5.495 1.260 0.0420 0.1199 0.0281 0.33
C -3.061 3.655 7.371 -0.0274 0.0675 -0.2536 -1.06
C 4.979 -7.288 -7.833 0.1205 -0.6142 -0.1949 0.87
H -5.020 2.366 -2.258 0.0427 -0.0611 -0.0465 0.34
C -4.675 3.216 -0.643 0.5131 -0.4333 0.0196 0.29
H -2.225 11.128 3.382 0.0080 -0.0123 -0.0147 0.42
H -3.085 2.793 0.699 0.0299 0.0254 -0.0703 0.54
O 6.070 -6.962 -8.259 -0.0637 0.3513 0.1275 -0.62
C 4.105 -6.249 -7.202 -0.3604 0.5264 0.2851 -0.06
H 4.003 -2.806 -6.568 -0.4375 0.4971 -0.5121 0.49
H -4.391 8.301 6.018 -0.0227 -0.0263 0.0310 0.34
O -1.007 -6.070 -4.090 0.3444 -0.4149 -0.1925 -0.73
H -1.168 0.982 -2.080 -0.0210 -0.0447 0.0038 0.59
O -3.931 10.155 5.114 -0.0962 -0.2757 0.1705 -0.63
O 2.492 2.192 -0.553 0.3108 -0.1853 0.0489 -0.39
O 4.609 -5.011 -7.132 0.2869 -0.5325 -0.2251 -0.49
C 0.183 -7.492 -2.634 0.4145 -0.6094 -0.0647 0.35
O 0.587 -8.233 -3.672 -0.4761 0.6609 0.1683 -0.56
H 0.116 9.010 1.739 0.0167 0.0272 -0.0497 0.31
C 0.202 -0.629 -1.892 -0.4352 -0.0069 -0.5199 -0.07
C 2.474 -4.740 2.237 -0.6001 -0.3330 -0.1311 0.26
O -0.827 1.920 0.340 0.1328 -0.0057 0.3835 -0.54
O 2.772 -10.200 -7.482 -0.2411 0.5645 0.2168 -0.56
H 2.949 7.563 -0.649 -0.0371 0.0478 -0.0286 0.34
H 5.496 -5.067 -7.539 0.0144 0.0524 -0.0096 0.35
C 2.359 -1.290 -6.272 -0.7051 1.0712 -0.1301 -0.43
O -1.833 -1.098 -6.105 0.0831 0.3200 0.1387 -0.50
C -1.175 -5.513 -1.818 0.0009 -0.0676 -0.3924 -0.88
H -5.165 3.814 4.276 0.0301 -0.0504 -0.0728 0.27
H 2.132 -1.365 0.940 0.0200 0.0440 0.0083 0.49
O 0.421 -7.172 0.889 -0.2969 0.1577 0.0658 -0.61
C 1.412 -0.841 0.324 0.0049 -0.3046 -0.1927 -1.17
O -0.407 9.775 2.044 -0.0876 -0.5596 0.1983 -0.58
O -4.352 2.287 -1.551 -0.4617 0.4368 0.0295 -0.52
C 4.384 5.793 -0.316 0.5661 -0.2810 0.1405 0.94
C -0.806 -5.804 -0.565 -0.3954 0.6056 0.1050 0.26
O -3.865 7.535 5.718 0.0382 0.5522 -0.2167 -0.52
C 4.477 -8.656 -7.904 0.1768 0.2107 -0.0348 -0.97
H 6.173 4.622 0.105 -0.0082 -0.0224 -0.0063 0.43
O -3.370 4.422 5.166 -0.2307 -0.0853 0.0359 -0.30
C -6.275 5.060 0.044 -0.0289 -0.1188 -0.2088 -0.94
H 2.326 -3.994 0.538 -0.1428 0.0217 -0.1622 0.22
H 0.623 -1.896 -3.175 -0.0483 -0.0538 -0.1713 0.29
C 0.100 -6.958 -0.264 0.3958 -0.5434 -0.1356 1.06
H -5.218 6.066 2.786 0.0070 0.1071 0.0087 0.31
O 5.123 2.212 0.008 -0.6176 0.1481 -0.1468 -0.59
H -6.556 1.836 6.893 0.0132 0.0039 -0.0163 0.45
C -4.872 2.201 8.229 -0.5281 -0.1451 -0.3429 1.01
O 1.783 -4.583 1.101 0.6480 0.3814 0.1109 -0.21
O 0.031 -1.121 -3.126 0.2189 0.0417 2.9629 -0.48
```
Positions in Å, forces in eV/Å.

## Properties
E_HOMO = -9.596 eV
net charge = 0
E_tot = -134246.7238 eV
lowest unoccupied orbital energy = -1.9 eV
strongest force on any atom = 0.0655 Eh/bohr

=====

- Which formula does entry 2 have?
  C5H9IN2

=====

- Among the records above, which one has the lowest lowest unoccupied orbital energy?
  C25H34CaF6NO22S2

=====

- Look up the strongest force on any atom of the second one.
  0.1368 Eh/bohr

=====

- Look up the net charge of the third one.
  0